No. 1
DFT (ωB97M-V/def2-TZVPD) results for a cluster of 3 separate species, C9H22NO2S in total.

## Properties
ΔE to the lowest compared entry with this formula, charge and spin in kcal/mol: 0.0
Calculated total energy in eV: -26100.9334
HOMO level in eV: -12.74
Orbital gap in eV: 10.5
E_LUMO in eV: -2.208
Net charge: +1

Positions of all 35 atoms, in Å:
C1 0.30 0.57 2.08
C2 -0.96 1.87 -0.29
C3 -1.95 -0.11 -1.16
C4 -0.45 -2.14 2.47
C5 -0.73 -2.59 0.18
C6 1.28 -1.78 0.80
C7 2.90 1.41 -1.01
C8 -0.44 -0.17 1.00
C9 -1.13 0.37 0.04
N1 -0.14 -1.69 1.07
O1 1.95 0.77 -0.58
O2 2.76 2.25 -2.05
S1 -0.61 2.65 -3.78
H1 0.67 -0.05 2.92
H2 1.22 1.03 1.63
H3 -0.24 1.37 2.39
H4 -0.79 2.01 -1.34
H5 -0.08 2.19 0.25
H6 -1.94 2.39 -0.09
H7 -2.33 -1.17 -1.24
H8 -2.82 0.60 -1.04
H9 -1.45 0.29 -1.91
H10 -0.05 -3.11 2.59
H11 0.01 -1.68 3.36
H12 -1.51 -2.06 2.53
H13 -1.88 -2.38 0.05
H14 -0.33 -2.46 -0.85
H15 -0.68 -3.66 0.42
H16 1.85 -1.51 1.64
H17 1.64 -2.77 0.69
H18 1.49 -1.17 -0.04
H19 4.01 1.30 -0.59
H20 -1.45 3.69 -3.40
H21 1.77 2.35 -2.18
H22 0.11 3.37 -4.56

No. 2
DFT (ωB97M-V/def2-TZVPD) results for an isolated molecule of C9H22NP.

## Properties
ΔE to the lowest compared entry with this formula, charge and spin in kcal/mol: 0.0
Calculated total energy in eV: -20468.3023
SMILES: CC(C)NP(C(C)C)C(C)C
HOMO level in eV: -7.99
Orbital gap in eV: 9.0
E_LUMO in eV: 0.999

Positions of all 33 atoms, in Å:
C1 -3.33 0.79 -0.48
C2 -2.37 -0.40 -0.46
C3 -2.96 -1.52 0.41
N1 -1.11 -0.02 0.14
P1 0.72 -0.04 -0.80
C4 1.61 -1.39 0.14
C5 2.95 -1.56 -0.58
C6 0.79 -2.66 0.04
C7 1.47 1.54 -0.13
C8 1.69 1.64 1.38
C9 0.66 2.72 -0.67
H1 -3.44 1.18 0.53
H2 -2.95 1.58 -1.12
H3 -4.31 0.49 -0.84
H4 -2.23 -0.78 -1.48
H5 -3.97 -1.77 0.10
H6 -2.98 -1.19 1.45
H7 -2.35 -2.41 0.35
H8 -1.14 0.94 0.46
H9 1.77 -1.13 1.19
H10 2.78 -1.76 -1.64
H11 3.57 -0.66 -0.50
H12 3.51 -2.39 -0.17
H13 0.57 -2.90 -1.00
H14 -0.16 -2.53 0.56
H15 1.32 -3.50 0.48
H16 2.45 1.57 -0.63
H17 2.06 2.64 1.62
H18 0.77 1.47 1.92
H19 2.44 0.92 1.71
H20 -0.28 2.84 -0.12
H21 0.42 2.56 -1.72
H22 1.22 3.64 -0.58

No. 3
DFT (ωB97M-V/def2-TZVPD) results for a cluster of 2 separate species, C9H22NS in total.

## Properties
ΔE to the lowest compared entry with this formula, charge and spin in kcal/mol: 16.4
Calculated total energy in eV: -22007.1223
HOMO level in eV: -12.81
Orbital gap in eV: 9.1
E_LUMO in eV: -3.709
Net charge: +1

Positions of all 33 atoms, in Å:
C1 -1.77 -1.74 -0.91
C2 0.58 -1.16 -1.67
C3 -2.38 1.56 -0.14
C4 0.08 2.22 -0.50
C5 0.54 -1.76 1.42
C6 0.58 0.52 2.34
C7 -0.70 -0.69 -1.01
C8 -0.93 1.48 0.31
C9 0.04 -0.44 1.31
N1 -0.48 0.04 0.22
S1 3.77 -0.34 -0.96
H1 -1.40 -2.66 -0.52
H2 -2.63 -1.52 -0.13
H3 -2.21 -1.84 -1.85
H4 1.12 -0.35 -2.17
H5 0.23 -1.85 -2.37
H6 1.26 -1.46 -0.90
H7 -3.06 1.09 0.53
H8 -2.60 2.68 -0.16
H9 -2.48 1.15 -1.21
H10 1.06 1.73 -0.27
H11 0.03 3.18 -0.07
H12 -0.26 2.30 -1.62
H13 -0.14 -2.49 1.18
H14 1.44 -1.93 0.70
H15 0.79 -1.93 2.48
H16 -0.15 0.80 3.09
H17 0.97 1.57 2.01
H18 1.39 0.17 2.99
H19 -0.96 0.21 -1.67
H20 -1.05 1.67 1.40
H21 4.87 -0.84 -1.51
H22 4.46 0.62 -0.35

> What is the calculated total energy in the third record?

-22007.1223 eV